1.
90
Properties=species:S:1:pos:R:3 method="wB97M-V/def2-TZVPD" total_energy_ev=-98982.19118 largest_force_ev_per_a=2.7 spin_multiplicity=2
Cu 0.662 0.847 0.935
Si 1.556 1.284 -2.507
Si 3.455 1.883 2.084
O -2.651 -1.178 -3.288
O -1.465 -2.716 -1.901
N 0.013 0.273 2.810
C -2.447 -1.258 -4.763
C -0.920 1.985 1.022
C 2.307 -2.010 5.407
C 0.921 -3.279 -1.530
C 0.067 1.830 -3.546
C 0.881 0.529 -0.919
C -1.044 0.996 3.232
C -3.364 3.291 1.258
C 2.668 0.604 0.974
C 1.221 -1.315 5.911
C -3.335 -0.028 -2.710
C 2.801 2.628 -2.175
C 0.344 -0.618 5.040
C -1.646 1.839 2.196
C 4.209 3.257 1.040
C -2.896 2.498 2.305
C 0.618 -0.645 3.624
C -1.475 0.913 4.576
C 2.178 2.672 3.210
C -3.425 -3.593 -0.925
C 2.024 -0.322 -3.426
C 1.563 -1.576 3.136
C -2.593 3.462 0.109
C -3.436 -0.098 -1.216
C -3.289 -2.418 -5.235
C 4.758 1.002 3.119
C 2.459 -2.171 4.012
C -0.754 0.152 5.477
C -2.016 -3.200 -0.634
C -1.319 2.841 0.020
C -0.281 -3.356 -2.427
H 2.285 -0.154 -4.467
H -0.083 -2.829 -3.382
H -2.797 -0.302 -5.143
H 5.251 3.437 1.335
H -3.841 0.871 -0.897
H 2.749 3.453 -2.904
H 3.032 -2.465 6.084
H 5.497 1.703 3.526
H -2.317 -2.049 -2.742
H 5.302 0.258 2.521
H 1.265 -0.524 -0.909
H -3.979 -3.895 -0.031
H 2.603 3.059 -1.182
H -0.464 -4.421 -2.674
H -4.354 -2.262 -5.006
H 2.581 3.578 3.680
H -1.936 -2.337 0.047
H 1.294 2.965 2.625
H -0.178 0.402 -1.268
H -1.038 0.078 6.527
H -4.336 3.785 1.341
H -3.974 -2.757 -1.388
H 1.024 -1.269 6.986
H -0.806 2.069 -2.925
H -2.969 -3.368 -4.785
H 2.884 -0.441 1.247
H 3.278 -2.763 3.611
H -1.397 -4.021 -0.242
H -2.942 4.100 -0.701
H 1.632 -4.043 -1.874
H -4.348 0.009 -3.177
H -3.198 -2.533 -6.314
H 0.764 -3.467 -0.462
H 4.296 0.484 3.971
H -1.367 -1.360 -4.871
H 1.150 -1.001 -3.420
H 3.835 2.252 -2.172
H 3.665 4.198 1.186
H 4.221 3.035 -0.033
H 0.293 2.697 -4.189
H -2.774 0.862 -3.023
H -4.119 -0.901 -0.889
H -3.495 2.336 3.199
H -0.673 3.029 -0.833
H -2.364 1.465 4.864
H 1.427 -2.317 -1.637
H 1.867 1.992 4.013
H 2.965 0.691 -0.079
H -2.462 -0.246 -0.725
H -3.458 -4.460 -1.602
H 2.850 -0.884 -2.977
H 1.593 -1.749 2.059
H -0.283 1.007 -4.196

---

2.
18
Properties=species:S:1:pos:R:3 method="wB97M-V/def2-TZVPD" largest_force_ev_per_a=4.1 e_above_lowest_kj_mol=231.97
P -0.884 1.477 -0.022
P -2.995 -0.488 0.175
N -2.397 0.815 -0.322
C 1.624 0.968 -0.087
C 0.422 -0.974 -0.920
C 0.365 -0.537 1.556
C 0.349 0.167 0.148
H -0.361 -1.600 -0.756
H 1.340 -1.488 -0.843
H 1.793 1.373 -1.006
H 1.677 1.647 0.719
H -0.367 -1.262 1.433
H -0.388 1.435 -1.771
H 0.261 -0.487 -1.946
H -4.200 -0.432 -0.553
H 1.267 -1.040 1.809
H 2.438 0.320 0.107
H 0.056 0.107 2.278

---

3.
73
Properties=species:S:1:pos:R:3 method="wB97M-V/def2-TZVPD" charge=+1 largest_force_ev_per_a=4.5 e_above_lowest_kj_mol=15.84
Sc -0.040 1.182 -0.357
O 0.397 4.833 1.349
O 0.026 3.070 -0.042
N 3.670 -0.326 -1.521
N 2.422 -0.765 -1.202
N 2.641 1.256 -0.379
N 1.832 0.194 -0.535
N -2.056 0.217 -0.609
N -0.309 1.281 -2.487
N 0.506 1.366 1.845
C -0.572 1.481 -4.766
C 0.111 1.913 -3.615
C 0.800 0.440 2.789
C 0.424 3.619 1.097
C 1.294 2.034 4.506
C 3.978 -1.467 -4.383
C -4.129 -0.484 2.915
C -3.483 -1.549 2.298
C 0.692 2.660 2.173
C -3.568 -3.126 -0.595
C 4.197 -2.211 -3.037
C 1.275 -1.652 4.638
C -3.589 1.054 1.154
C -3.921 2.290 0.415
C 3.837 0.925 -0.867
C -2.438 -2.534 0.232
C 0.933 -1.967 3.252
C 4.701 -1.199 -2.020
C -2.360 0.050 -1.915
C -2.849 -0.038 0.509
C -4.166 0.783 2.383
C -1.483 0.566 -2.872
C 1.056 3.010 3.500
C 1.198 0.701 4.143
C -2.938 -1.350 1.029
C -3.826 3.566 1.257
C 1.413 -0.375 5.030
C 5.027 -3.538 -3.016
C 0.682 -0.902 2.369
C -1.593 0.591 -4.322
H -4.528 -0.626 3.893
H -4.616 1.591 2.889
H -4.215 4.433 0.701
H 4.476 -4.242 -3.735
H -3.267 -0.425 -2.215
H -3.985 -2.376 -1.265
H -3.387 -2.495 2.760
H 4.830 -0.902 -4.789
H -3.179 -3.940 -1.200
H -4.420 3.454 2.185
H -4.905 2.186 -0.032
H 1.165 4.075 3.670
H -4.363 -3.431 0.121
H 1.644 -2.541 5.177
H 3.086 -0.846 -4.130
H -1.569 -2.338 -0.430
H -3.218 2.337 -0.460
H 4.735 1.518 -0.822
H 1.517 2.414 5.505
H 0.904 2.675 -3.621
H 5.145 -1.779 -1.142
H -2.418 0.155 -4.892
H 1.673 -0.069 6.045
H 0.979 -2.988 2.951
H 3.211 -2.471 -2.718
H 5.493 -0.523 -2.414
H 6.021 -3.493 -3.331
H 0.319 -1.071 1.338
H 4.862 -3.977 -2.001
H -2.756 3.706 1.620
H -2.166 -3.307 0.892
H -0.545 1.888 -5.743
H 3.682 -2.191 -5.153